Molecular formula: C28H40FN6O6S2Zr
Method: DFT, ωB97M-V/def2-TZVPD

Its HOMO-LUMO gap is 8.79 eV. Its total charge is +3. The multiplicity is 1. Its LUMO energy is -8.0 eV. The calculation puts the molar mass at 731.0 g/mol.

Atoms and positions in Å:
Zr -0.25597 -1.15349 0.00100
O -0.22661 0.49850 -1.32002
S 0.39062 1.86050 -1.73879
C -0.18967 2.99735 -0.46408
C -1.63375 2.81137 0.00087
C -1.82448 3.14833 1.48023
C -1.13033 2.23654 2.48201
S -1.71018 0.54224 2.71448
O -1.44042 -0.15140 1.33253
C -3.45236 0.65477 2.85510
C -3.93936 0.48648 4.14762
C -5.30683 0.60441 4.36030
C -6.15210 0.85712 3.29191
C -5.65007 0.99769 1.99891
C -4.29068 0.90427 1.77088
C -0.46455 2.34347 -3.19194
C 0.34140 2.83879 -4.21237
C -0.26149 3.28485 -5.38082
C -1.63951 3.21527 -5.51599
C -2.43272 2.70191 -4.49087
C -1.85053 2.26618 -3.31607
H 0.00602 3.98945 -0.87779
H 0.52658 2.84915 0.34813
H -1.94318 1.78260 -0.18387
H -2.29171 3.45432 -0.58297
H -2.89060 3.19429 1.70469
H -1.44020 4.15348 1.67531
H -1.21731 2.64684 3.49295
H -0.06154 2.10783 2.28748
H -3.27302 0.26190 4.97142
H -5.70826 0.48263 5.35669
H -7.21731 0.93802 3.46209
H -6.32711 1.18545 1.17679
H -3.88365 1.00895 0.77332
H 1.41784 2.87596 -4.10076
H 0.34699 3.67725 -6.18362
H -2.10539 3.55941 -6.42957
H -3.50582 2.65166 -4.61552
H -2.46103 1.87199 -2.51351
C 5.04234 0.99836 3.48589
C 4.63375 -0.27909 2.77516
N 3.70368 -0.03552 1.64703
C 4.30420 0.58046 0.45097
C 3.99435 2.06479 0.30257
C 2.42772 -0.35259 1.69127
C 1.85429 -0.93874 2.94866
N 1.59249 -0.14929 0.66117
H 5.69102 0.74557 4.32362
H 4.17693 1.53385 3.87924
H 5.60163 1.66818 2.83370
H 4.17531 -0.97954 3.46475
H 5.50174 -0.78303 2.34954
H 3.99188 0.00999 -0.42837
H 5.37890 0.43537 0.53623
H 2.92332 2.25718 0.21000
H 4.48402 2.45563 -0.58834
H 4.35790 2.62649 1.16088
H 2.24308 -1.94090 3.12635
H 0.77312 -1.01555 2.87451
H 2.10215 -0.32087 3.81135
H 2.05585 0.31926 -0.11049
N -2.62732 -2.63749 -1.83261
N -2.20008 -1.32277 -1.43209
H -3.45809 -2.56552 -2.41180
H -2.86491 -3.14860 -0.99115
H -2.97906 -0.76930 -1.07080
H -1.87926 -0.85353 -2.27535
F 3.11194 -6.67543 -3.38337
C 2.45728 -5.62846 -2.94270
C 1.69300 -5.68712 -1.85365
N 0.99185 -4.56852 -1.36976
C 0.08723 -4.82040 -0.23364
C -0.15297 -3.54436 0.52867
O 0.81681 -2.84992 0.95078
O -1.30134 -3.01950 0.55836
C 1.07241 -3.38904 -2.01649
O 0.47133 -2.32812 -1.65065
N 1.84701 -3.33441 -3.10963
C 2.61057 -4.38459 -3.70168
O 3.26078 -4.19048 -4.67836
H 1.57773 -6.60501 -1.29567
H 0.57247 -5.54320 0.42182
H -0.86067 -5.22300 -0.58601
H 1.89188 -2.44749 -3.59602